This record from the Open Molecules 2025 dataset describes 8 unconnected molecules or ions with the total composition C20H61N5O8 at a distorted geometry. The level of theory is ωB97M-V/def2-TZVPD.

Properties
energy: -1673.8390 Ha
total charge: +1
spin multiplicity: 2
highest occupied orbital energy (spin up / spin down): -10.90 / -10.90 eV
E_LUMO (spin up / spin down): -1.95 / -7.81 eV
orbital gap (spin up / spin down): 0.3292 / 0.1135 Ha

Bonds (Å) are listed after each position.
Cartesian coordinates (Å):
1 C 6.470 16.837 -18.430  C2 1.571, H7 1.090, H8 1.090, H9 1.090
2 C 6.521 17.694 -19.745  C1 1.571, C3 1.531, N6 1.428, H10 1.090
3 C 5.215 18.373 -20.167  C2 1.531, O4 1.433, H11 1.090, H12 1.090
4 O 5.557 19.291 -21.213  C3 1.433, C5 1.392
5 C 4.472 20.050 -21.641  O4 1.392, H13 1.090, H14 1.090, H15 1.090
6 N 7.444 18.741 -19.440  C2 1.428, H16 1.010, H17 1.010
7 H 6.207 17.376 -17.520  C1 1.090
8 H 7.446 16.357 -18.365  C1 1.090
9 H 5.717 16.064 -18.585  C1 1.090
10 H 6.923 17.129 -20.586  C2 1.090
11 H 4.740 18.885 -19.330  C3 1.090
12 H 4.514 17.651 -20.588  C3 1.090
13 H 3.840 19.339 -22.173  C5 1.090
14 H 4.752 20.814 -22.366  C5 1.090
15 H 3.812 20.496 -20.897  C5 1.090
16 H 8.382 18.399 -19.594  N6 1.010
17 H 7.383 19.403 -20.201  N6 1.010
18 C 7.546 26.667 -17.111  C19 1.554, H24 1.090, H25 1.090, H26 1.090
19 C 8.624 26.931 -18.198  C18 1.554, C20 1.574, N23 1.504, H27 1.090
20 C 8.349 28.313 -18.900  C19 1.574, O21 1.404, H28 1.090, H29 1.090
21 O 8.367 29.351 -17.956  C20 1.404, C22 1.391
22 C 8.046 30.624 -18.415  O21 1.391, H30 1.090, H31 1.090, H32 1.090
23 N 10.040 26.861 -17.695  C19 1.504, H33 1.010, H34 1.010
24 H 7.641 27.370 -16.283  C18 1.090
25 H 7.673 25.661 -16.711  C18 1.090
26 H 6.503 26.768 -17.412  C18 1.090
27 H 8.540 26.109 -18.907  C19 1.090
28 H 7.365 28.286 -19.369  C20 1.090
29 H 9.073 28.506 -19.692  C20 1.090
30 H 8.370 31.262 -17.592  C22 1.090
31 H 6.977 30.799 -18.543  C22 1.090
32 H 8.570 30.905 -19.328  C22 1.090
33 H 10.642 27.050 -18.483  N23 1.010
34 H 10.167 27.637 -17.061  N23 1.010
35 C 5.539 23.238 -17.665  C36 1.530, H41 1.090, H42 1.090, H43 1.090
36 C 6.146 22.132 -18.531  C35 1.530, C37 1.551, N40 1.418, H44 1.090
37 C 7.119 22.670 -19.612  C36 1.551, O38 1.417, H45 1.090, H46 1.090
38 O 6.453 23.596 -20.451  C37 1.417, C39 1.441
39 C 7.168 23.794 -21.686  O38 1.441, H47 1.090, H48 1.090, H49 1.090
40 N 6.713 21.078 -17.769  C36 1.418, H50 1.010, H51 1.010
41 H 4.905 23.900 -18.254  C35 1.090
42 H 6.284 23.920 -17.254  C35 1.090
43 H 5.163 22.814 -16.733  C35 1.090
44 H 5.397 21.687 -19.186  C36 1.090
45 H 7.360 21.769 -20.177  C37 1.090
46 H 8.022 23.054 -19.136  C37 1.090
47 H 7.408 24.839 -21.880  C39 1.090
48 H 6.589 23.318 -22.478  C39 1.090
49 H 8.103 23.241 -21.777  C39 1.090
50 H 6.948 20.213 -18.234  N40 1.010
51 H 5.880 20.744 -17.305  N40 1.010
52 C 7.888 22.087 -24.741  C53 1.552, H58 1.090, H59 1.090, H60 1.090
53 C 8.280 20.832 -23.916  C52 1.552, C54 1.515, N57 1.466, H61 1.090
54 C 7.513 19.569 -24.246  C53 1.515, O55 1.424, H62 1.090, H63 1.090
55 O 7.727 19.410 -25.645  C54 1.424, C56 1.488
56 C 6.693 18.752 -26.488  O55 1.488, H64 1.090, H65 1.090, H66 1.090
57 N 9.732 20.636 -23.904  C53 1.466, H67 1.010, H68 1.010
58 H 8.412 22.920 -24.274  C52 1.090
59 H 6.825 22.310 -24.644  C52 1.090
60 H 8.225 22.072 -25.777  C52 1.090
61 H 7.850 20.981 -22.925  C53 1.090
62 H 6.465 19.827 -24.093  C54 1.090
63 H 7.831 18.683 -23.697  C54 1.090
64 H 5.781 19.343 -26.403  C56 1.090
65 H 6.502 17.763 -26.072  C56 1.090
66 H 6.933 18.825 -27.549  C56 1.090
67 H 9.973 19.664 -23.771  N57 1.010
68 H 9.923 20.751 -24.889  N57 1.010
69 C 3.298 21.076 -14.597  C70 1.450, H75 1.090, H76 1.090, H77 1.090
70 C 4.330 20.288 -15.244  C69 1.450, C71 1.575, N74 1.431, H78 1.090
71 C 4.533 18.911 -14.508  C70 1.575, O72 1.428, H79 1.090, H80 1.090
72 O 5.611 18.171 -15.081  C71 1.428, C73 1.425
73 C 5.712 16.819 -14.641  O72 1.425, H81 1.090, H82 1.090, H83 1.090
74 N 3.987 20.014 -16.606  C70 1.431, H84 1.010, H85 1.010
75 H 3.470 21.280 -13.540  C69 1.090
76 H 2.316 20.604 -14.626  C69 1.090
77 H 3.108 22.034 -15.081  C69 1.090
78 H 5.267 20.845 -15.248  C70 1.090
79 H 3.564 18.413 -14.541  C71 1.090
80 H 4.912 19.086 -13.501  C71 1.090
81 H 6.736 16.523 -14.868  C73 1.090
82 H 5.058 16.076 -15.097  C73 1.090
83 H 5.745 16.766 -13.553  C73 1.090
84 H 3.077 19.575 -16.623  N74 1.010
85 H 4.561 19.204 -16.789  N74 1.010
86 O 9.546 21.818 -17.206  H87 0.957, H88 0.957
87 H 8.594 21.793 -17.303  O86 0.957
88 H 9.881 21.424 -18.012  O86 0.957
89 O 10.665 22.356 -21.618  H90 0.957, H91 0.957
90 H 10.197 21.828 -22.266  O89 0.957
91 H 11.550 22.442 -21.973  O89 0.957
92 O 4.215 25.002 -20.444  H93 0.957, H94 0.957
93 H 3.540 24.501 -20.902  O92 0.957
94 H 4.957 24.400 -20.379  O92 0.957

Mulliken population analysis, charges in e, atoms 1 to 5: -1.31 0.34 -0.71 -0.20 -1.04